Run w
C3H7NO3 in the gas phase, computed with the ωB97M-V functional and the def2-TZVPD basis.

Structure (XYZ):
```
14
Properties=species:S:1:pos:R:3:mulliken_charge:R:1
O 1.1521 2.7877 -1.0492 -0.5629
C 1.1230 1.7598 -0.4212 0.4626
O 2.0857 1.3266 0.3951 -0.4512
N -0.0265 0.9908 -0.3513 -0.1848
C -0.0082 -0.4810 -0.2816 -0.5006
C -1.3199 -1.1198 0.2620 -0.3507
O -1.0685 -2.5036 0.4292 -0.5063
H 2.9430 1.7468 0.3547 0.3381
H -0.7715 1.5614 -0.0048 0.2502
H -0.0673 -0.6765 -1.3655 0.2097
H 0.9232 -0.9706 -0.0015 0.4100
H -2.1002 -0.9842 -0.4850 0.2452
H -1.4201 -0.6453 1.2430 0.3308
H -1.4448 -2.7921 1.2760 0.3100
```

**LUMO level**: 0.654 eV

---

Run x
2 unconnected molecules or ions with the total composition C3H7NO3, computed with the ωB97M-V functional and the def2-TZVPD basis.

Structure (XYZ):
```
14
Properties=species:S:1:pos:R:3:mulliken_charge:R:1
C 2.1179 0.0920 -0.4537 -0.2421
C -2.0282 0.6296 0.3174 -0.4725
C -1.2241 -0.7582 0.2075 0.5240
N 0.2135 -0.5579 0.1651 -0.2241
O 0.7631 -1.9371 0.2629 -0.4309
O -3.0923 0.7332 -0.6412 -0.5110
O -1.7590 -1.8606 0.2691 -0.6496
H 2.2762 -0.5271 -1.3003 0.2579
H 2.6412 0.0127 0.4602 0.2463
H 1.8102 1.1418 -0.7550 0.2289
H -1.4912 1.4622 0.1719 0.3546
H -2.4184 0.6197 1.2777 0.2757
H -3.8262 0.4523 -0.1989 0.3098
H -0.0258 -2.4254 0.0271 0.3331
```

**LUMO level**: -1.107 eV

---

Least stable structure: run x

---

Run w
A molecular structure, C7H11ClN2, computed with the ωB97M-V functional and the def2-TZVPD basis.

Structure (XYZ):
```
21
Properties=species:S:1:pos:R:3:mulliken_charge:R:1
C -0.6892 0.0396 0.0210 -0.2705
C -2.0278 -0.0988 -0.1285 0.0725
C -1.7750 2.0809 0.3861 0.0098
C 0.7892 -1.9168 1.3375 -1.0741
C 1.1791 0.6626 -1.6937 -1.3901
C 1.4332 -0.7299 0.5013 -0.8670
C 0.6022 -0.2948 -0.6296 0.8773
N -0.9249 1.1185 0.9508 -0.2148
N -2.3758 0.9280 0.8726 -0.4345
Cl -3.1467 -1.2966 -0.7458 -0.2078
H -1.9989 2.8509 1.0199 0.2974
H -1.5622 2.3928 -0.6654 0.2143
H 0.5956 -2.6870 0.5856 0.3037
H 1.5839 -2.1095 2.0534 0.3832
H -0.0707 -1.5582 1.8431 0.3178
H 0.8113 1.6345 -1.4587 0.3295
H 2.3095 0.8614 -1.7046 0.3412
H 0.7532 0.4844 -2.6615 0.3652
H 1.7439 0.0336 1.1995 0.3798
H 2.4122 -1.1149 -0.0758 0.3261
H 0.3579 -1.2808 -1.0073 0.2409
```

**LUMO level**: 0.866 eV

---

Run x
C7H11ClN2 in the gas phase, computed with the ωB97M-V functional and the def2-TZVPD basis.

Structure (XYZ):
```
21
Properties=species:S:1:pos:R:3:mulliken_charge:R:1
C -1.4435 -2.1182 0.7610 -1.4412
C -0.3394 -1.1265 0.5608 0.2024
C -0.2419 -0.5257 1.9262 -1.3358
C -0.7343 -0.0379 -0.4046 -0.2206
Cl -1.3131 -0.7961 -2.0108 -0.2306
N 0.3749 0.7548 -0.6940 0.8099
C 0.3830 2.0519 -0.9641 -0.2330
C 1.5833 2.4097 -1.5209 -0.5143
C 2.2460 1.1324 -1.6446 -0.3165
N 1.5245 0.1636 -1.1169 -0.7359
H -2.2982 -1.6443 1.3206 0.2664
H -1.7207 -2.4585 -0.1721 0.5064
H -1.1752 -3.0112 1.2995 0.3915
H 0.5727 -1.6211 0.3270 0.4092
H -1.2209 -0.0278 1.9713 0.3929
H 0.1621 -1.1429 2.7406 0.3319
H 0.4331 0.3103 1.7533 0.3659
H -1.5533 0.5760 -0.0097 0.3054
H -0.3750 2.6197 -0.5131 0.3624
H 1.8349 3.5005 -1.7273 0.3069
H 3.3009 0.9914 -1.8824 0.3769
```

**LUMO level**: 0.936 eV

---

Least stable structure: run w

---

Run w
C3H6 in the gas phase, computed with the ωB97M-V functional and the def2-TZVPD basis.

Structure (XYZ):
```
9
Properties=species:S:1:pos:R:3:mulliken_charge:R:1
C -1.3850 -0.1446 0.0393 -0.6976
C -0.2492 0.5715 0.0374 0.0656
C 1.1043 -0.1061 0.0216 -0.9066
H -2.4164 0.2643 -0.0262 0.2326
H -1.4596 -1.2191 0.2044 0.2309
H -0.0503 1.5814 -0.2882 0.2892
H 1.4626 -0.1870 0.9681 0.2926
H 2.0036 0.4281 -0.5748 0.2590
H 0.9900 -1.1883 -0.3817 0.2343
```

**LUMO level**: 1.280 eV

---

Run x
A molecular structure, C3H6, computed with the ωB97M-V functional and the def2-TZVPD basis.

Structure (XYZ):
```
9
Properties=species:S:1:pos:R:3:mulliken_charge:R:1
C -0.2106 1.1614 0.1358 -0.9162
C -0.6013 -0.1605 0.2764 0.1442
C 0.4192 -1.0173 -0.2654 -0.8858
H -1.4307 -0.5050 0.8896 0.3261
H 0.0007 1.5579 -0.8519 0.3137
H -0.5575 1.9317 0.8251 0.2454
H 1.0214 0.1421 -0.5876 0.2153
H 0.1058 -1.8998 -0.8282 0.2867
H 1.2530 -1.2105 0.4062 0.2706
```

**LUMO level**: 1.116 eV

---

Least stable structure: run x

---

Run w
2 unconnected molecules or ions with the total composition C9H14, computed with the ωB97M-V functional and the def2-TZVPD basis.

Structure (XYZ):
```
23
Properties=species:S:1:pos:R:3:mulliken_charge:R:1
C -1.2771 0.6312 2.5420 -0.6979
C 0.1497 0.1430 2.5820 -0.6310
H -1.6157 1.1495 3.4377 0.3419
H -1.4296 1.4031 1.7786 0.1686
H -1.9331 -0.1934 2.2947 0.2318
H 0.5678 -0.0131 1.5770 0.0011
H 0.8890 0.8224 3.0160 0.3232
H 0.3204 -0.8132 3.0765 0.3180
C 2.2715 0.5461 -1.8304 -1.4341
C -1.5953 -0.9333 -0.8866 -0.2721
C -1.3586 0.4764 -0.8492 -0.5712
C -0.5934 -1.8276 -1.3282 -0.6670
C -0.1056 0.9351 -1.1016 -0.1776
C 0.6504 -1.3472 -1.5939 -0.1407
C 0.9561 0.0457 -1.4634 0.8886
H -2.6329 -1.1917 -0.7307 0.4542
H -2.1124 1.2091 -0.6443 0.5175
H -0.8175 -2.8808 -1.2164 0.4079
H 0.1915 1.9715 -0.9969 0.3479
H 1.4028 -2.0390 -1.9535 0.4464
H 2.6682 0.1607 -2.7737 0.3766
H 2.9875 0.1280 -1.1048 0.3620
H 2.4164 1.6172 -1.8308 0.4058
```

**Net charge**: +1
**Spin multiplicity**: 2
**LUMO level (alpha / beta)**: -4.425 / -8.178 eV

---

Run x
2 unconnected molecules or ions with the total composition C9H14, computed with the ωB97M-V functional and the def2-TZVPD basis.

Structure (XYZ):
```
23
Properties=species:S:1:pos:R:3:mulliken_charge:R:1
C -0.7550 1.6683 -2.8043 -1.3650
C 0.1150 -0.9963 -0.2932 -0.3126
C -0.0797 -2.1379 -1.1278 -0.2760
C -0.1341 0.2212 -0.8422 -0.0578
C -0.5387 0.3362 -2.2082 0.6237
C -0.5419 -2.0588 -2.4543 -0.5371
C -0.8281 -0.8286 -2.9837 -0.3619
H 0.2504 -1.1321 0.7702 0.4296
H 0.2479 -3.1028 -0.7488 0.3991
H -0.0743 1.1255 -0.2515 0.4342
H -0.5742 -2.9353 -3.0868 0.4040
H -0.4694 1.7100 -3.8559 0.4038
H -0.2344 2.4693 -2.2872 0.4097
H -1.3755 -0.7119 -3.9145 0.4285
H -1.8467 1.8297 -2.7501 0.3653
C 0.6066 0.9111 2.9806 -0.6242
C 1.1052 0.1932 4.2187 -0.9955
H 1.1216 0.7094 2.0359 0.0681
H -0.4506 0.7403 2.7774 0.3025
H 0.7267 1.9890 3.1479 0.3733
H 0.6196 0.5788 5.1163 0.2945
H 2.1766 0.3110 4.3484 0.2952
H 0.9331 -0.8892 4.2131 0.2985
```

**Net charge**: +1
**Spin multiplicity**: 2
**LUMO level (alpha / beta)**: -4.426 / -8.194 eV

---

Run y
2 unconnected molecules or ions with the total composition C9H14, computed with the ωB97M-V functional and the def2-TZVPD basis.

Structure (XYZ):
```
23
Properties=species:S:1:pos:R:3:mulliken_charge:R:1
C -0.1133 -0.9208 4.0602 -0.9504
C -0.7419 -0.6992 2.6681 -0.3725
H 0.5447 -0.0855 4.2806 0.2946
H -0.7716 -1.0435 4.9094 0.3078
H 0.4502 -1.8581 4.0517 0.2661
H -1.7546 -0.2840 2.6874 0.3499
H -0.7010 -1.6568 2.1446 0.2547
H -0.2131 0.0448 2.0834 -0.1188
C -0.2914 -1.7196 -2.4098 -1.2277
C 0.3518 1.7144 0.0109 -0.4361
C -0.8487 1.6033 -0.7210 -0.4095
C 1.4180 0.8732 -0.3619 0.0177
C -0.9029 0.6037 -1.6523 -0.4787
C 1.3802 -0.1237 -1.3123 -0.5604
C 0.0990 -0.4503 -1.7847 0.9094
H 0.4916 2.4510 0.7883 0.4760
H -1.5787 2.3857 -0.5664 0.4469
H 2.3432 0.9081 0.2093 0.3738
H -1.8552 0.5519 -2.1740 0.3560
H 2.1198 -0.8820 -1.5395 0.4083
H 0.3172 -2.2348 -3.1537 0.3921
H -1.3236 -1.6883 -2.7480 0.3672
H -0.2149 -2.4129 -1.5417 0.3335
```

**Net charge**: +1
**Spin multiplicity**: 2
**LUMO level (alpha / beta)**: -4.396 / -8.144 eV

---

Least stable structure: run y